(1)
C2H8O4 | ωB97M-V/def2-TZVPD

Element x y z (Å)
O -0.029 -0.858 0.399
C 0.116 -0.300 -0.663
O 1.248 0.328 -1.011
C -0.824 -0.655 -1.827
H 1.978 -0.121 -0.532
H -1.032 -1.704 -1.652
H -1.690 -0.010 -1.928
H -0.178 -0.704 -2.696
H 1.936 -1.254 1.173
H 3.054 -0.501 1.809
O 2.792 -0.849 0.950
H -3.649 2.621 1.608
H -3.366 1.157 1.187
O -2.999 1.909 1.660

The calculation puts the HOMO-LUMO gap at 0.4067 Eh. As for the structure (SMILES): CC(=O)O.O.O. As for the energy relative to the best compared isomer or geometry (same formula, charge and spin): 0.821 eV. For the HOMO energy, the calculation gives -10.39 eV. The value obtained for the electronic energy is -10393.87306 eV. The molecular weight is 96.1 g/mol.

(2)
C2H8O5Si | ωB97M-V/def2-TZVPD

Element x y z (Å)
C 0.294 -0.783 -0.618
C -1.015 -0.025 -0.798
O 0.008 -2.136 -0.591
O -1.565 -0.462 -2.013
O -0.943 1.347 -0.804
O -2.012 -0.296 0.121
O 0.959 -0.515 0.542
Si 1.017 0.795 1.473
H 1.006 -0.594 -1.538
H -0.586 -2.579 -1.194
H -1.091 -0.095 -2.773
H -1.704 1.754 -0.319
H -1.431 -0.378 0.910
H -0.387 0.997 2.228
H 2.076 0.702 2.437
H 1.384 1.951 0.815

The calculation puts the HOMO-LUMO gap at 0.4071 Eh. As for the structure (SMILES): O[C@H](O[SiH3])C(O)(O)O. As for the energy relative to the best compared isomer or geometry (same formula, charge and spin): 5.031 eV. For the HOMO energy, the calculation gives -10.49 eV. The value obtained for the electronic energy is -20318.19860 eV. The molecular weight is 140.2 g/mol.

(3)
C2H8O5Si | ωB97M-V/def2-TZVPD

Element x y z (Å)
C -0.162 -0.976 -0.856
C -0.083 1.791 0.893
O -0.372 -0.036 -1.815
O -1.323 -0.994 -0.025
O -0.058 -2.215 -1.566
O -1.279 1.530 1.431
O 0.398 2.970 1.057
Si 1.340 -0.660 0.371
H 0.056 -0.273 -2.673
H -2.187 -0.774 -0.488
H 0.051 -2.916 -0.894
H -1.743 0.751 1.035
H -0.064 3.497 1.740
H 2.153 0.312 -0.171
H 2.253 -1.854 0.228
H 1.023 -0.153 1.736

The calculation puts the HOMO-LUMO gap at 0.3360 Eh. As for the energy relative to the best compared isomer or geometry (same formula, charge and spin): 7.567 eV. For the HOMO energy, the calculation gives -8.61 eV. The value obtained for the electronic energy is -20315.66246 eV. The molecular weight is 140.2 g/mol.

(4)
C2H8OS | ωB97M-V/def2-TZVPD

Element x y z (Å)
C 1.376 1.303 0.779
S 2.768 1.677 -0.376
H 1.851 0.657 1.507
H 0.866 2.206 1.088
H 0.661 0.696 0.232
H 2.206 1.139 -1.465
C -1.711 -1.369 0.051
O -1.874 -0.859 -1.277
H -2.607 -1.131 0.620
H -1.553 -2.442 -0.009
H -0.933 -0.819 0.582
H -1.051 -1.057 -1.731

The calculation puts the HOMO-LUMO gap at 0.3595 Eh. As for the structure (SMILES): CO.CS. As for the energy relative to the best compared isomer or geometry (same formula, charge and spin): 0.953 eV. For the HOMO energy, the calculation gives -9.17 eV. The value obtained for the electronic energy is -15085.52560 eV. The molecular weight is 80.2 g/mol.

Q: Among the records above, which one has the lowest electronic energy?
A: number 2

Q: Among the records above, which one has the lowest electronic energy?
A: number 2

Q: Which formula does entry 1 have?
A: C2H8O4